1.
The following is a DFT calculation (ωB97M-V/def2-TZVPD) of a 2-piece molecular cluster, C6H12NS overall.

Geometry (Å):
C  1.7901  -0.9879  2.5757
C  0.3172  -0.8414  2.1600
S  -0.0456  -1.8991  0.7166
N  2.7583  -0.5552  1.5707
H  1.9963  -2.0492  2.7257
H  1.9581  -0.4351  3.5101
H  0.1520  0.2216  1.9260
H  -0.3333  -1.0641  3.0107
H  2.6611  0.4278  1.3454
H  2.4757  -1.0578  0.7294
C  0.0748  -0.2128  -2.4746
C  -0.9057  0.3275  -1.7454
C  -1.7897  1.3523  -2.2906
C  -2.7987  1.8545  -1.5693
H  0.2653  0.2103  -3.4571
H  0.6669  -1.0356  -2.1052
H  -1.1449  -0.0832  -0.7621
H  -1.6311  1.7065  -3.3043
H  -3.4630  2.5931  -2.0014
H  -3.0037  1.5276  -0.5603

As for the net charge: -1. Its orbital gap is 6.2321 eV. The HOMO energy comes out at -0.0959 hartree. For the lowest unoccupied orbital energy, the calculation gives 0.1331 Ha. The largest force on an atom comes out at 0.92 eV Å⁻¹. The calculation puts the energy above the lowest of the compared OMol25 structures with the same formula, charge and spin at 3.76 kcal/mol.


2.
The following is a DFT calculation (ωB97M-V/def2-TZVPD) of a 2-piece molecular cluster, C6H12NS overall.

Geometry (Å):
C  -0.5265  -2.5345  0.4079
C  -0.6362  -1.0961  -0.1062
S  -1.2364  0.0693  1.1513
N  -1.7290  -3.0584  1.0544
H  0.2982  -2.5952  1.1262
H  -0.2601  -3.2052  -0.4183
H  -1.3014  -1.0869  -0.9741
H  0.3622  -0.8168  -0.4767
H  -2.4485  -3.1876  0.3520
H  -2.0595  -2.3004  1.6525
C  3.1520  1.2217  -0.3824
C  1.8414  1.4468  -0.3742
C  1.1589  2.1402  -1.4599
C  -0.1465  2.3953  -1.4826
H  3.7627  1.5554  -1.2167
H  3.6266  0.6896  0.4249
H  1.2128  1.1380  0.4539
H  1.7699  2.4307  -2.3086
H  -0.5454  2.9081  -2.3466
H  -0.7457  2.1175  -0.6192

As for the net charge: -1. Its orbital gap is 6.4043 eV. The HOMO energy comes out at -0.0995 hartree. For the lowest unoccupied orbital energy, the calculation gives 0.1359 Ha. The largest force on an atom comes out at 0.55 eV Å⁻¹. The calculation puts the energy above the lowest of the compared OMol25 structures with the same formula, charge and spin at 0.00 kcal/mol.


3.
The following is a DFT calculation (ωB97M-V/def2-TZVPD) of one molecule with the formula C6H12O.

Geometry (Å):
C  0.6992  1.3317  0.0156
C  1.3179  -1.0301  0.6086
C  1.7334  -2.0801  -0.3918
O  -0.0040  -0.9615  0.4882
C  -0.4900  0.3871  0.2437
C  -1.3560  0.9334  1.3623
C  -1.2879  0.1539  -1.0399
H  1.4929  0.8978  -0.6046
H  1.1548  1.6387  0.9615
H  0.3173  2.2084  -0.5055
H  1.0340  -2.1297  -1.2406
H  1.8112  -3.0716  0.0573
H  2.7248  -1.8142  -0.7692
H  -1.6465  1.9518  1.0819
H  -2.2679  0.3496  1.5183
H  -0.7895  0.9910  2.2957
H  -2.1760  -0.4528  -0.8287
H  -0.6733  -0.4013  -1.7564
H  -1.5943  1.0981  -1.4965

Its orbital gap is 8.8023 eV. The HOMO energy comes out at -0.2906 hartree. For the lowest unoccupied orbital energy, the calculation gives 0.0329 Ha. The largest force on an atom comes out at 0.73 eV Å⁻¹. The calculation puts the energy above the lowest of the compared OMol25 structures with the same formula, charge and spin at 81.70 kcal/mol.


4.
The following is a DFT calculation (ωB97M-V/def2-TZVPD) of one molecule with the formula C6H12O.

Geometry (Å):
C  2.1372  -0.0339  -0.0374
C  1.0952  0.3781  1.0370
C  -0.4872  0.1759  1.0986
C  -1.3317  -0.3199  -0.1141
C  -1.7219  0.7554  -1.1222
C  -0.4222  -1.3719  -0.6587
O  0.2176  -1.2707  -1.6764
H  3.0789  0.3600  0.3644
H  2.2875  -1.1079  -0.1881
H  1.9941  0.4182  -1.0241
H  1.4809  -0.0656  1.9630
H  1.2553  1.4551  1.1410
H  -0.8919  1.1498  1.3869
H  -0.7156  -0.5006  1.9321
H  -2.2446  -0.8152  0.2608
H  -2.0681  0.3154  -2.0640
H  -2.5309  1.3863  -0.7327
H  -0.8670  1.3963  -1.3492
H  -0.2658  -2.2171  0.0515

Its orbital gap is 10.5617 eV. As for the SMILES: CCC[C@@H](C)C=O. The HOMO energy comes out at -0.3538 hartree. For the lowest unoccupied orbital energy, the calculation gives 0.0344 Ha. The largest force on an atom comes out at 0.64 eV Å⁻¹. The calculation puts the energy above the lowest of the compared OMol25 structures with the same formula, charge and spin at 27.13 kcal/mol.


5.
The following is a DFT calculation (ωB97M-V/def2-TZVPD) of one molecule with the formula C6H12O.

Geometry (Å):
C  -1.7387  -1.2948  1.2467
C  -0.2864  -0.8044  1.0503
O  0.6014  -1.5059  1.8983
C  -0.0367  -1.0882  -0.3815
C  -0.3638  0.0461  -1.2565
C  1.1017  0.6112  -1.1895
C  1.1657  2.0303  -0.6374
H  -2.4668  -0.6413  0.7553
H  -1.9347  -1.3084  2.3220
H  -1.8584  -2.3142  0.8643
H  -0.2397  0.2553  1.3502
H  0.9264  -2.2422  1.3587
H  1.7320  -0.0439  -0.5621
H  -1.0684  0.8025  -0.8750
H  -0.6307  -0.2271  -2.2802
H  1.5455  0.5419  -2.1859
H  0.7101  2.0880  0.3577
H  0.6363  2.7330  -1.2895
H  2.2053  2.3620  -0.5460

Its orbital gap is 9.1391 eV. The HOMO energy comes out at -0.3149 hartree. For the lowest unoccupied orbital energy, the calculation gives 0.0210 Ha. The largest force on an atom comes out at 0.30 eV Å⁻¹. The calculation puts the energy above the lowest of the compared OMol25 structures with the same formula, charge and spin at 86.08 kcal/mol.


6.
The following is a DFT calculation (ωB97M-V/def2-TZVPD) of one molecule with the formula C6H12O.

Geometry (Å):
C  -1.9337  -1.0473  -0.6373
C  -0.7818  -0.0864  -0.3254
C  -1.2462  1.1661  0.4409
C  0.2926  -0.8099  0.4596
O  1.2776  -1.5341  -0.2685
C  1.7043  -0.4173  0.5082
C  2.2931  0.7645  -0.2165
H  -2.7009  -0.5553  -1.2456
H  -1.5686  -1.9218  -1.1871
H  -2.4216  -1.3987  0.2809
H  -0.3365  0.2150  -1.2809
H  -1.0535  1.0823  1.5174
H  -2.3205  1.3367  0.3180
H  -0.7231  2.0603  0.0852
H  -0.0959  -1.3469  1.3327
H  2.2575  -0.7068  1.4056
H  1.7274  1.0117  -1.1185
H  3.3257  0.5460  -0.5098
H  2.3042  1.6418  0.4411

Its orbital gap is 11.1439 eV. As for the SMILES: CC(C)[C@H]1O[C@H]1C. The HOMO energy comes out at -0.3686 hartree. For the lowest unoccupied orbital energy, the calculation gives 0.0410 Ha. The largest force on an atom comes out at 0.29 eV Å⁻¹. The calculation puts the energy above the lowest of the compared OMol25 structures with the same formula, charge and spin at 27.31 kcal/mol.